No. 1
13
Properties=species:S:1:pos:R:3:nbo_charge:R:1 method="wB97M-V/def2-TZVPD" e_tot_ev=-9164.0668
C 0.0421 -0.7969 0.0008 -0.1502
C -1.2724 -0.9605 0.7294 0.0545
C 1.3242 -1.4440 0.6213 -0.6485
N -0.3943 2.6499 -0.6437 0.2432
N -0.2161 3.0845 0.4013 -0.0555
N -0.7759 1.9831 -1.5661 -0.5649
N -0.7296 0.1493 0.9447 -0.3202
H 0.0420 -0.5502 -1.0813 0.2026
H -2.1724 -1.4902 0.8665 0.2062
H 2.2765 -1.1936 -0.0023 0.2162
H 1.3058 -2.5495 0.5099 0.2090
H 1.3389 -1.2297 1.7274 0.2264
H -0.7690 2.3477 -2.5081 0.3814



No. 2
7
Properties=species:S:1:pos:R:3:nbo_charge:R:1 method="wB97M-V/def2-TZVPD" e_tot_ev=-28842.4906
C -1.2198 0.1911 0.0072 -0.6096
H -2.0075 -0.2309 -0.6165 0.2419
H -1.5536 0.2508 1.0431 0.2265
H -0.9465 1.1821 -0.3562 0.2291
F 3.5368 -0.0335 -0.1317 -0.5539
Cl 0.2077 -0.8665 -0.0762 0.2606
Cl 1.9829 -0.4931 0.1303 0.2053



No. 3
76
Properties=species:S:1:pos:R:3:mulliken_charge:R:1 method="wB97M-V/def2-TZVPD" charge=+3 e_tot_ev=-152108.7131
W 0.2911 0.2421 0.3474 1.1281
C -1.4582 -0.5218 3.2218 -1.8757
C -0.1650 -0.5195 2.4456 0.7554
C 0.3881 -1.7339 1.9249 0.7283
C -0.2734 -3.0625 2.1080 -1.6647
C 1.5973 -1.6816 1.2108 1.2446
C 2.0935 -2.9067 0.4999 -2.1594
C 2.4169 -0.5088 1.2931 1.5466
C 3.8057 -0.6031 0.7093 -2.1965
C 2.0556 0.5233 2.2111 0.0494
C 3.0382 1.4610 2.8394 -1.7937
C 0.6929 0.6408 2.5680 0.8115
C 0.1906 1.8602 3.2990 -1.9074
H -1.2316 -0.5440 4.2904 0.3708
H -2.0673 -1.3885 2.9919 0.3395
H -2.0564 0.3647 3.0431 0.3929
H -0.8533 -3.3418 1.2332 0.0073
H -0.9249 -3.0750 2.9763 0.4645
H 0.4839 -3.8319 2.2515 0.5596
H 2.5748 -3.5703 1.2244 0.4775
H 2.8314 -2.6803 -0.2631 0.5849
H 1.2756 -3.4592 0.0403 0.3527
H 3.7877 -0.6983 -0.3761 0.1575
H 4.3102 -1.4843 1.1076 0.5022
H 4.4297 0.2498 0.9461 0.5766
H 3.0272 1.2158 3.9075 0.4617
H 2.7533 2.5089 2.7680 0.5325
H 4.0570 1.3359 2.4928 0.3671
H 0.7126 2.7612 2.9871 0.5228
H 0.3399 1.7397 4.3755 0.4595
H -0.8720 2.0205 3.1375 0.3784
I -3.1959 2.3300 -2.9734 0.2532
C -1.2836 2.9405 -2.4862 -0.3444
C -0.7729 4.0763 -3.1624 -0.2429
C 0.4747 4.5793 -2.8997 -0.4052
I 1.1154 6.2507 -3.9375 0.2483
C 1.3084 3.9413 -1.9277 0.7427
C 2.6187 4.3287 -1.6028 -0.6282
C 3.3251 3.5855 -0.6892 -1.7212
C 2.7298 2.4749 -0.0957 0.0341
N 1.4812 2.0848 -0.3356 0.1833
C 0.7884 2.8186 -1.2613 -0.2931
C -0.4994 2.3435 -1.5350 -0.1443
O -0.8343 1.2623 -0.7722 0.0584
H -1.3986 4.5561 -3.9022 0.4123
H 3.0609 5.1937 -2.0801 0.3059
H 4.3414 3.8389 -0.4235 0.5202
H 3.3101 1.8880 0.5891 0.4877
C -2.8407 -4.0076 0.1010 -1.3911
C -3.1864 -2.5862 0.5435 -1.1258
As -2.1835 -1.0410 -0.1600 1.3219
C -2.5249 -1.3432 -2.0670 -0.7376
C -1.3629 -1.2318 -3.0375 -0.9571
C -3.4174 0.3956 0.3538 -0.2171
C -4.8904 0.1346 0.0506 -1.4693
H -3.7578 -4.5949 0.0667 0.4247
H -2.1752 -4.5264 0.7865 0.4717
H -2.4044 -4.0509 -0.8971 0.3125
H -3.3013 -2.4999 1.6233 0.4314
H -4.1562 -2.3185 0.1182 0.7093
H -3.3117 -0.6362 -2.3265 0.3194
H -2.9571 -2.3408 -2.1137 0.7049
H -0.9268 -0.2319 -3.0413 0.0260
H -1.7141 -1.4371 -4.0490 0.5121
H -0.5861 -1.9647 -2.8118 0.2206
H -3.0834 1.2861 -0.1717 0.1562
H -3.2716 0.5751 1.4177 0.1807
H -5.0522 -0.1559 -0.9886 0.3385
H -5.4486 1.0560 0.2164 0.4302
H -5.3305 -0.6246 0.6940 0.4017
Cl 2.4017 -3.1699 -3.4461 -0.0323
C 2.5568 -1.4200 -3.4489 0.6154
Cl 1.7705 -0.6883 -4.8359 -0.0261
Cl 4.2377 -0.9122 -3.3032 -0.0430
C 1.8457 -0.9208 -2.2476 -0.3324
N 1.2503 -0.5501 -1.3430 0.1133



No. 4
27
Properties=species:S:1:pos:R:3:nbo_charge:R:1 method="wB97M-V/def2-TZVPD" e_tot_ev=-14240.7311
B 1.5646 0.0615 0.1711 1.2144
C 2.0868 -1.8620 3.1251 -0.0766
C 0.7976 -2.2888 2.8506 -0.0249
C 1.4661 -0.8644 1.3265 -0.2401
C 2.4103 1.1600 -0.4623 -1.1455
C -1.5795 1.0310 -3.0929 -0.6212
C -2.0804 1.7557 -0.7293 -0.6304
C -0.8585 -1.7921 1.0893 -0.4615
C -1.0073 1.1644 -1.6660 0.1183
N 2.4858 -0.9982 2.1971 -0.3665
N 0.4206 -1.6634 1.7259 -0.2458
O -0.5656 -0.0480 -1.2356 -0.8267
H 2.7267 -2.1381 3.9400 0.2146
H 0.1521 -2.9719 3.3676 0.2249
H 3.4774 0.9504 -0.3877 0.2805
H 2.2324 2.1081 0.0481 0.2835
H 2.1676 1.3225 -1.5131 0.2845
H -1.9306 1.9970 -3.4545 0.1932
H -0.8071 0.6537 -3.7598 0.2053
H -2.4085 0.3245 -3.0861 0.1996
H -2.9212 1.0670 -0.6644 0.1982
H -2.4329 2.7137 -1.1072 0.1964
H -1.6703 1.8953 0.2699 0.1933
H -0.8965 -1.1116 0.2267 0.3155
H -1.0081 -2.8160 0.7447 0.2069
H -1.6509 -1.5468 1.8004 0.2036
H -0.1706 1.8964 -1.7243 0.1066



No. 5
53
Properties=species:S:1:pos:R:3:nbo_charge:R:1 method="wB97M-V/def2-TZVPD" e_tot_ev=-35841.2477
Cd 0.7138 -0.0300 0.0225 1.6885
C -0.2806 1.7013 -1.6440 0.9163
O -0.9553 0.5447 -1.3318 -1.0319
O 0.9525 1.7047 -1.2143 -0.9680
O -0.7815 2.6034 -2.3873 -0.7309
C 3.5012 -0.2908 -2.0523 -0.2854
O 3.3561 -0.9649 -0.7607 -0.5756
C 2.9714 -2.3525 -0.9082 -0.0804
C 1.5644 -2.6342 -1.3453 -0.2685
N 0.5160 -2.3463 -0.2929 -0.7126
C -0.8200 -2.7907 -0.5877 -0.2582
C -1.4652 -2.2587 -1.9099 -0.0978
O -2.8427 -2.5431 -1.9331 -0.5372
C -3.7128 -1.6532 -1.2732 -0.2654
H 2.5544 0.2870 -2.2972 0.2330
H 3.7490 -1.0414 -2.8198 0.1750
H 4.3533 0.4037 -1.8619 0.2031
H 3.2244 -2.8324 -0.0086 0.1893
H 3.5950 -2.8491 -1.6784 0.1864
H 1.5431 -3.6743 -1.7054 0.2003
H 1.3698 -2.0504 -2.2180 0.2203
H 0.8731 -2.7697 0.5536 0.3824
H -1.5621 -2.5854 0.1685 0.2131
H -0.7328 -3.8617 -0.5832 0.1745
H -1.0644 -2.7826 -2.7645 0.1723
H -1.1935 -1.2228 -2.0369 0.2511
H -3.9061 -1.9059 -0.2378 0.1515
H -4.6747 -1.8265 -1.7966 0.1935
H -3.3455 -0.5938 -1.3123 0.2056
C 3.6829 1.0799 1.2715 -0.2564
O 2.2813 0.8780 1.6459 -0.5931
C 1.8689 2.0688 2.2735 -0.0790
C 0.3979 2.0252 2.7113 -0.2284
N -0.3533 1.3769 1.6714 -0.7401
C -1.6377 0.8135 1.8360 -0.2584
C -2.7800 1.7718 2.0777 -0.0736
O -3.0320 2.7486 1.1371 -0.5296
C -3.4825 2.2251 -0.0896 -0.2781
H 3.7171 1.7856 0.4218 0.1987
H 4.1866 0.1264 1.1179 0.2165
H 4.1357 1.6099 2.1125 0.1746
H 1.9511 2.9381 1.6375 0.1924
H 2.3494 2.2107 3.2260 0.1795
H 0.1199 3.1026 2.8795 0.1991
H 0.2777 1.5332 3.7328 0.1986
H -0.4698 1.9604 0.8026 0.4216
H -1.6887 0.0585 2.7106 0.1861
H -1.8175 0.2587 0.9343 0.2220
H -2.5642 2.3396 3.0736 0.1676
H -3.6608 1.2384 2.3326 0.1669
H -4.4831 1.7987 0.0503 0.1479
H -2.8494 1.5622 -0.6031 0.2135
H -3.6499 3.1053 -0.7475 0.2073



Number 1: orbital gap 10.618 eV, maximum force 4.68 eV/Å, E_HOMO -9.4 eV. Number 2: orbital gap 9.538 eV, maximum force 11.61 eV/Å, E_HOMO -9.2 eV. Number 3: orbital gap 5.812 eV, maximum force 0.94 eV/Å, E_HOMO -15.9 eV. Number 4: orbital gap 7.394 eV, maximum force 2.88 eV/Å, E_HOMO -8.1 eV. Number 5: orbital gap 7.497 eV, maximum force 3.47 eV/Å, E_HOMO -7.5 eV.